[1]
Molecular formula: C49H47BrCsN2OPTe
Method: DFT, ωB97M-V with the def2-TZVPD basis set

- total charge = -1
- multiplicity = 2
- energy above the lowest of the compared OMol25 structures with the same formula, charge and spin (eV) = 0.421
- HOMO level (spin up / spin down) (eV) = -3.7 / -3.7

XYZ file:
```
103
Properties=species:S:1:pos:R:3:mulliken_charge:R:1
C -3.97 -0.20 -0.18 0.21
C -1.17 4.07 -4.06 -0.87
H 2.70 7.41 1.56 0.41
H 4.99 3.63 -6.26 0.25
Br -3.42 1.61 -0.29 -0.15
H 3.81 -5.36 -0.58 0.37
H -4.53 -4.84 -0.78 0.31
C 2.18 0.90 4.30 -0.55
C 0.86 7.45 2.65 -0.37
H 7.60 -1.81 2.36 0.39
H 5.63 0.18 -1.71 0.41
C 5.80 -1.19 1.37 0.19
H -2.02 7.12 -5.36 0.35
H 3.16 2.33 -5.92 0.40
C -0.20 3.46 -3.27 1.51
C 7.99 -1.01 0.41 -0.39
C 5.00 3.97 -5.22 -0.87
C -0.46 5.44 2.54 -0.26
H 1.86 1.24 5.27 0.37
H 5.16 -1.48 2.20 0.35
H -6.05 -4.47 0.04 0.34
H -6.70 -2.15 -0.08 0.33
C 0.48 4.86 1.70 -0.08
C -5.66 -1.86 -0.09 -0.37
H 8.13 4.91 -5.34 0.34
H 1.35 -5.69 -0.43 0.34
C 6.06 -0.26 -0.82 -0.48
C 3.98 3.57 -4.37 0.71
H 7.16 6.28 -5.86 0.31
H -0.05 7.25 -4.05 0.32
C 2.00 -0.43 3.93 -0.72
H -2.52 -3.08 0.00 0.37
C -4.66 -2.83 -0.03 0.59
H -1.32 4.84 2.83 0.41
H 2.89 2.83 3.68 0.43
H 2.68 6.82 -3.29 0.34
H 6.21 5.25 -0.84 0.57
H 2.75 1.81 -4.28 0.11
H 4.85 6.34 -1.09 0.29
C 7.44 -0.45 -0.74 -0.60
P 3.41 -0.42 0.00 0.43
C 0.90 5.62 -3.04 1.25
H 2.23 -1.90 2.37 0.35
C 3.15 1.35 2.15 -0.01
H -2.22 5.59 -6.21 0.32
C -2.19 6.06 -5.22 -1.57
H -0.13 -3.79 -0.11 0.13
H -1.98 3.47 -4.45 0.34
C 2.80 -2.15 -0.13 0.13
C -4.98 -4.30 0.06 -1.25
N -3.01 -1.10 -0.11 -0.09
C 2.39 -0.87 2.67 0.77
C 0.94 -3.58 -0.16 -0.26
H 0.55 1.45 -3.30 0.13
C 2.96 0.02 1.76 -1.22
H 1.56 -1.13 4.63 0.38
C 3.15 -4.51 -0.43 -0.69
C 3.66 -3.23 -0.31 -0.42
C 5.04 4.79 -2.58 1.40
H 4.57 4.73 -0.45 -0.08
H -4.57 -4.73 0.97 0.31
H -1.03 7.18 3.66 0.37
C 0.22 3.44 1.22 0.42
H 1.00 8.46 3.02 0.38
C 0.87 4.25 -2.77 -0.07
H 2.35 5.12 0.69 0.17
C -1.13 5.43 -4.36 0.85
C -3.35 -2.38 -0.04 -0.39
H -3.18 5.93 -4.78 0.33
Te 2.44 3.32 -1.65 0.33
H 1.50 7.46 -2.13 0.55
H -1.21 1.58 -3.51 0.40
Cs 0.13 0.55 0.61 1.75
C 6.05 4.77 -4.79 0.71
C 1.96 6.55 -2.50 -1.51
C 5.22 -0.64 0.23 -0.31
H -6.07 0.26 -0.22 0.39
H 7.03 4.74 -6.71 0.34
C 1.62 5.58 1.35 0.34
C 1.81 6.87 1.83 -0.81
C 1.38 -2.25 -0.06 -0.45
N 0.68 3.10 0.05 -0.29
C 6.05 5.16 -3.46 -0.74
H 3.58 2.06 1.44 0.21
H 1.94 3.20 -4.98 0.21
C -0.28 6.73 3.01 -0.56
C 5.17 5.30 -1.16 -1.79
H 2.52 6.09 -1.69 -0.32
C -5.32 -0.52 -0.17 -0.56
C 7.17 -1.37 1.46 -0.68
H 8.07 -0.15 -1.56 0.40
O -0.43 2.68 1.99 -0.89
C -0.09 6.18 -3.84 -1.01
C 2.90 2.68 -4.92 -1.31
C 1.77 -4.69 -0.35 -0.63
H 9.06 -1.15 0.48 0.36
H 4.74 -3.08 -0.37 0.30
C 3.97 4.00 -3.03 -0.35
H -0.48 1.82 -1.92 -0.23
H 6.87 5.78 -3.09 0.42
C 2.76 1.79 3.41 -0.41
C -0.34 1.99 -2.99 -1.34
C 7.15 5.20 -5.72 -1.56
```

---

[2]
Molecular formula: C49H47Cl2FN3O2P2ScSe4
Method: DFT, ωB97M-V with the def2-TZVPD basis set

- total charge = -2
- energy above the lowest of the compared OMol25 structures with the same formula, charge and spin (eV) = 0.288
- HOMO level (eV) = -1.6

XYZ file:
```
111
Properties=species:S:1:pos:R:3:mulliken_charge:R:1
H 0.49 -3.55 -0.39 -0.10
H 2.99 -2.99 6.10 0.35
H -1.45 0.23 3.50 0.03
C 2.51 -2.02 -1.53 -2.09
Cl 2.82 -1.21 -4.08 -0.24
C -1.05 -2.16 -3.20 -1.07
H -0.12 7.94 2.17 0.35
C -3.26 2.45 1.71 -0.11
C -4.70 1.03 3.01 -0.57
C -0.20 -2.66 -5.41 -0.43
H -0.64 0.33 -4.03 -0.75
C 4.01 -3.34 -2.96 -0.79
C 3.76 3.17 1.54 -0.60
C 4.98 4.69 2.93 -0.50
H -2.45 1.09 -5.53 0.43
C 4.32 -4.18 -1.91 -0.39
C -0.22 6.87 2.07 -0.54
N 0.59 1.85 2.83 0.63
C 4.60 4.26 1.67 -0.60
H -5.87 -2.64 -3.12 0.36
C -0.10 -4.43 -0.63 -1.18
C -0.52 4.10 1.80 0.22
H 1.04 -0.15 -5.92 0.29
H -0.60 2.55 4.40 0.47
H -2.10 4.31 3.24 0.33
C 3.66 2.95 3.92 -0.25
P 2.05 1.15 2.28 0.59
C -2.14 1.82 2.25 0.41
C 2.91 -2.88 -0.48 0.47
Se 2.09 0.68 -1.32 0.11
H -1.85 6.74 3.47 0.39
H 0.89 1.76 4.90 0.43
H -5.40 2.56 1.67 0.39
C 1.33 -0.91 4.00 -0.42
Se -1.32 2.69 -2.00 -0.34
H -0.36 -0.23 -7.01 0.46
H -3.48 -2.77 -3.55 0.59
H 4.44 -3.48 -3.95 0.40
C 3.66 -0.34 4.10 -0.80
C -3.59 0.38 3.53 -0.67
H -0.43 -4.88 0.31 0.52
C -0.71 -1.73 -4.50 1.14
H 4.80 4.37 5.04 0.38
C 4.51 4.03 4.05 -0.67
P -0.50 2.26 1.57 0.74
H 1.07 4.24 0.37 0.44
H -0.02 1.25 -6.12 0.39
C -3.85 -2.08 -2.80 -0.38
C 2.82 -2.18 5.40 -0.56
C -1.20 6.19 2.79 -0.75
C -0.88 -3.51 -2.84 0.94
H 1.36 6.68 0.63 0.44
C -5.21 -1.99 -2.56 -1.02
C -2.35 0.04 -5.25 -1.51
H 3.99 -4.58 0.18 0.43
H -6.81 -1.04 -1.46 0.38
C -2.32 0.77 3.14 -0.07
H -5.70 0.72 3.31 0.33
C 2.39 -0.07 3.61 0.45
C 0.00 0.16 -6.05 -1.92
C 0.60 6.16 1.21 -0.93
C -4.86 -0.28 -0.94 -0.84
H 0.94 3.40 4.23 0.21
H 4.88 -1.57 5.37 0.39
O -0.17 -0.47 1.29 0.59
C 1.55 -1.94 4.89 -0.75
H -1.86 -6.05 -2.06 0.36
H 0.53 -5.16 -1.16 0.21
C 0.45 4.79 1.07 -0.32
C -0.34 -4.40 -3.77 -0.51
H 3.30 2.44 4.81 0.39
H -1.79 -3.20 -0.95 -0.45
H -0.19 -5.43 -3.48 0.28
C -0.90 -0.28 -4.90 2.04
C -2.91 -1.26 -2.12 -0.33
H 5.65 5.55 3.03 0.36
C 0.45 2.43 4.16 -1.31
C -3.52 -0.39 -1.19 0.13
H -5.19 0.43 -0.19 0.34
H 0.36 -0.77 3.53 0.20
C -5.74 -1.10 -1.64 -0.76
C -2.32 -5.16 -1.60 -1.92
H 4.99 -5.02 -2.06 0.35
Sc -0.46 -0.17 -0.59 0.13
N 1.56 -1.04 -1.34 0.79
H 3.46 2.82 0.55 0.22
F -2.66 0.43 -0.49 0.42
C -1.31 -4.02 -1.48 1.21
C -0.01 -3.98 -5.04 -1.45
O -0.95 -1.53 0.66 -0.88
C -1.34 4.82 2.66 -0.35
H -3.18 -4.87 -2.20 0.34
N -1.57 -1.23 -2.27 2.26
H 4.50 0.27 3.78 0.44
H 4.96 4.77 0.78 0.43
Se 1.90 1.82 -3.46 -0.29
C 3.14 -2.28 -2.76 1.48
H 0.72 -2.58 5.17 0.41
H -3.03 -0.15 -4.42 0.23
H -2.67 -5.45 -0.61 0.44
H 0.08 -2.34 -6.40 0.23
H -2.68 -0.57 -6.10 0.30
H 0.41 -4.69 -5.75 0.33
H -3.72 -0.45 4.21 0.40
Cl 2.23 -2.61 1.09 -0.07
C 3.88 -1.38 5.00 -0.64
C -4.54 2.07 2.10 -0.77
Se 0.78 3.59 -2.46 -0.29
C 3.76 -3.95 -0.66 -0.81
H -3.13 3.23 0.97 0.43
C 3.27 2.49 2.66 0.34
```